The following is a DFT calculation (wB97M-V/def2-TZVPD) of a cluster of 2 separate species, H4O2 in total.

Last columns: bonded neighbours and bond lengths (Å).
CARTESIAN COORDINATES (ANGSTROEM)
1 O 1.273 -0.182 -0.326  H2 0.934, H3 0.969
2 H 1.132 0.714 -0.100  O1 0.934
3 H 1.779 -0.525 0.426  O1 0.969
4 O -1.560 -0.253 -0.264  H5 0.988, H6 0.954
5 H -0.725 -0.350 0.256  O4 0.988
6 H -1.899 0.596 0.008  O4 0.954

Summary:
Energy relative to the best compared isomer or geometry (same formula, charge and spin), kcal/mol: 5.7
Strongest force on any atom, eV/A: 1.75
Electronic energy, hartree: -152.86584
Frontier orbital gap, eV: 11.71
Structure (SMILES): O.O